[1]
Formula: H36O18
Source: the Open Molecules 2025 dataset
Level of theory: the ωB97M-V functional and the def2-TZVPD basis

E_HOMO	-10.56	eV
energy relative to the best compared isomer or geometry (same formula, charge and spin)	568.7	kJ/mol
calculated total energy	-37436.617	eV
spin multiplicity	1
lowest unoccupied orbital energy	-0.39	eV

Cartesian coordinates (Å):
O 0.717 -4.278 2.329
O 2.971 0.520 0.595
O -0.362 1.884 2.269
O 1.771 -3.913 0.053
O 1.065 -0.735 -0.542
O -2.534 -0.761 0.665
O 1.764 1.641 -5.733
O 1.029 -0.715 3.113
O 4.091 -2.614 2.932
O -2.116 1.195 -5.169
O 3.711 2.174 4.541
O -2.684 4.093 -0.839
O -2.100 -3.130 2.420
O 0.159 5.722 0.342
O -5.084 -0.569 -2.582
O -4.256 -3.955 -0.978
O 2.300 4.149 0.041
O -0.052 -0.778 -3.154
H -1.867 1.956 -5.673
H -4.621 -0.354 -3.402
H 1.188 -3.453 -0.524
H 0.727 -1.628 -0.383
H -0.708 -1.288 -2.729
H 3.575 0.194 1.262
H 1.571 4.685 0.408
H 2.541 -0.311 0.242
H -0.174 -4.159 2.433
H -5.069 -3.498 -1.087
H 3.070 4.627 -0.302
H -1.869 3.649 -1.069
H 0.517 1.977 1.864
H 3.564 1.644 3.742
H -1.353 -3.578 1.983
H 1.027 -4.356 1.410
H -3.066 1.283 -5.217
H -2.767 -1.176 -0.185
H -0.118 6.369 0.991
H 2.348 0.939 -5.426
H 2.770 -3.969 -0.167
H -5.559 0.233 -2.393
H 3.374 -2.715 2.232
H 1.399 -0.180 2.350
H 1.256 -0.851 -1.465
H -2.991 -1.271 1.346
H -1.547 -2.467 2.830
H -0.706 1.021 2.355
H 3.430 -2.397 3.608
H -0.688 -0.458 -3.866
H 3.793 2.909 3.878
H -0.220 6.117 -0.432
H -4.449 -4.416 -0.170
H 1.181 -0.329 4.025
H -3.323 3.856 -0.163
H 1.237 1.961 -5.024

***

[2]
Formula: C25H33BCl57N3O2P
Source: the Open Molecules 2025 dataset
Level of theory: the ωB97M-V functional and the def2-TZVPD basis

E_HOMO	-11.83	eV
net charge	+1
calculated total energy	-758764.501	eV
spin multiplicity	1
lowest unoccupied orbital energy	-2.38	eV

Cartesian coordinates (Å):
Cl 5.104 -1.832 3.995
Cl -0.347 5.852 1.530
Cl 4.697 -3.280 1.501
Cl -1.898 4.142 3.279
Cl -0.823 -5.357 0.015
Cl -4.550 -4.212 0.080
Cl -2.430 0.003 -3.926
Cl -0.233 -1.894 -3.903
Cl -2.974 6.810 11.538
Cl -3.458 -10.053 -6.754
Cl -1.082 7.183 9.364
Cl 7.320 -2.235 2.176
Cl -0.037 4.663 6.637
Cl 5.131 8.341 0.418
Cl -3.118 -2.153 7.386
Cl -2.619 7.387 -7.391
Cl -5.645 -8.164 -6.459
Cl -3.373 1.193 -9.196
Cl -4.261 -3.497 -5.470
Cl -3.342 -2.143 1.719
Cl -0.579 -0.966 6.645
Cl 5.916 0.495 -0.574
Cl 8.657 -1.271 -5.211
Cl -5.591 0.503 -4.166
Cl -3.529 8.740 9.443
Cl 2.036 2.629 6.738
Cl -8.377 -0.284 -3.962
Cl -4.552 3.575 6.908
Cl -0.995 -11.820 6.551
Cl -7.661 2.528 -3.955
Cl 1.674 -4.172 -0.821
Cl -3.553 1.731 -6.352
Cl -4.073 3.709 9.768
Cl 0.274 -5.572 3.555
Cl 1.784 -11.104 6.130
Cl 7.183 3.013 -1.261
Cl 0.274 -5.951 -2.605
Cl -2.078 -5.393 -5.768
Cl -0.735 -0.311 -6.280
Cl -2.508 -6.313 3.994
Cl 7.442 1.202 -4.293
Cl 8.102 0.861 -7.098
Cl -2.382 3.706 -8.128
Cl 8.719 0.942 0.069
Cl -0.243 6.146 -8.513
Cl -3.042 5.068 0.777
Cl -0.252 -10.174 4.281
Cl 2.592 6.957 0.644
Cl 1.370 3.913 4.218
Cl -0.468 -7.158 5.871
Cl -2.918 -2.157 -1.160
Cl -4.204 -8.335 -8.973
Cl -0.081 8.792 -7.328
Cl -2.825 -3.669 -7.983
Cl 4.910 5.577 -0.420
Cl -1.988 -2.694 4.772
Cl -6.722 3.070 8.770
P 1.673 -2.128 1.794
O -0.123 1.299 -2.105
O 0.139 -2.510 1.386
N 2.185 -0.867 0.565
N 1.848 0.751 -0.770
N 1.441 3.133 -1.555
C -4.991 2.915 8.488
C -4.083 -8.469 -7.219
C 0.649 -5.606 -0.923
C 2.293 3.483 -0.370
C 3.437 -0.607 0.030
C 7.569 0.048 -5.635
C -1.630 -2.375 6.474
C -1.095 7.668 -8.233
C 7.428 1.278 -1.078
C 3.166 0.448 -0.824
C 1.582 -1.126 3.337
C -3.163 -3.150 0.269
C 0.250 -11.490 5.353
C 1.248 -0.066 0.093
C -2.701 -3.802 -6.231
C -0.825 -6.809 4.184
C 0.208 3.992 -1.434
C 1.498 4.122 5.968
C -0.799 -0.334 -4.521
C -7.256 0.927 -4.575
C -1.967 5.465 2.119
C -2.785 7.188 9.828
C 5.832 -2.923 2.815
C -3.601 2.440 -7.968
C 4.081 7.128 -0.299
B 1.023 1.784 -1.518
H 7.710 0.872 -2.046
H -4.739 1.863 8.495
H -0.521 3.745 -2.197
H -0.202 3.841 -0.436
H 3.296 3.117 -0.556
H -3.388 -7.718 -6.871
H 6.070 -3.854 3.313
H -4.575 2.887 -8.115
H -0.915 1.535 -1.607
H 0.537 5.021 -1.534
H -2.280 -3.763 0.382
H -7.339 0.951 -5.654
H 1.986 -0.129 3.162
H 0.388 -12.378 4.751
H -3.291 6.419 9.257
H -0.476 -1.836 1.726
H 4.330 -1.143 0.253
H -0.672 -7.711 3.608
H 2.236 -1.600 4.060
H -2.356 6.340 2.621
H 0.198 -0.039 0.315
H -2.002 -3.055 -5.882
H -0.142 0.438 -4.145
H 1.927 2.980 0.532
H 6.586 -0.367 -5.813
H 2.237 4.888 6.162
H 0.551 -1.077 3.677
H 2.265 4.545 -0.158
H -1.317 8.111 -9.194
H 3.847 0.975 -1.453
H 3.815 7.455 -1.296
H 1.176 -6.452 -0.500
H -1.112 -3.237 6.876

***

[3]
Formula: C5H15NO
Source: the Open Molecules 2025 dataset
Level of theory: the ωB97M-V functional and the def2-TZVPD basis

E_HOMO	-9.03	eV
energy relative to the best compared isomer or geometry (same formula, charge and spin)	196.2	kJ/mol
calculated total energy	-8964.325	eV
spin multiplicity	1
structure (SMILES)	CC(C)[C@@H](C)N.O
lowest unoccupied orbital energy	0.68	eV

Cartesian coordinates (Å):
O -3.643 2.344 0.389
N 0.953 0.258 -1.703
C 1.082 -2.067 -0.960
C 1.260 -0.552 -0.522
C -0.888 -0.371 0.839
C 1.140 1.333 1.164
C 0.639 -0.095 0.850
H 2.203 1.326 1.078
H 0.759 2.216 0.474
H -1.466 0.604 0.844
H 1.118 -0.883 1.546
H 1.951 -2.657 -0.547
H 1.186 -0.188 -2.562
H 0.916 -2.210 -2.104
H -3.467 1.513 -0.134
H -1.257 -1.036 0.021
H 0.239 -2.554 -0.679
H 0.835 1.576 2.202
H -4.650 2.460 0.173
H -1.153 -0.706 1.841
H -0.148 0.257 -1.792
H 2.389 -0.568 -0.419